# 1
A cluster of 2 separate species, C2F3O2S in total in a non-equilibrium geometry, computed with ωB97M-V/def2-TZVPD.

Cartesian coordinates (Å):
C 0.927 -0.510 -0.125
C 0.055 0.401 0.008
O -2.106 0.150 -1.188
O -1.906 -0.493 1.180
F 0.747 -1.770 -0.553
F 2.262 -0.396 0.051
F 1.229 2.123 0.321
S -1.810 0.618 0.237

The total charge is -1. As for the multiplicity: 1. The total energy is -924.37029 Ha. Its molecular weight is 145.081 g/mol.

# 2
A cluster of 2 separate species, H2O4P2 in total in a non-equilibrium geometry, computed with ωB97M-V/def2-TZVPD.

Cartesian coordinates (Å):
O -0.384 -2.096 2.538
O -2.952 0.538 0.928
O -0.057 0.368 2.714
O -2.341 -1.431 -0.549
P -0.358 -0.775 1.851
P -1.856 -0.294 0.297
H 1.328 -0.410 0.064
H -0.943 0.718 -0.186

The total charge is -2. As for the multiplicity: 1. The total energy is -984.89410 Ha. Its molecular weight is 127.960 g/mol.

# 3
A cluster of 3 separate species, C15H25N2O5S2 in total in a non-equilibrium geometry, computed with ωB97M-V/def2-TZVPD.

Cartesian coordinates (Å):
C -1.711 -0.675 2.841
C -2.400 -1.757 2.363
C -1.767 -3.055 1.922
C -0.715 -3.685 2.851
C 0.531 -2.814 2.646
C 0.360 -2.538 1.180
N 1.346 -2.176 0.281
C 1.834 -1.052 0.381
O 2.375 -0.042 0.442
N -0.848 -2.718 0.786
H -1.796 -0.325 3.866
H -1.048 -0.104 2.188
H -3.483 -1.687 2.268
H -2.510 -3.815 1.701
H -1.014 -3.961 3.855
H -0.434 -4.619 2.352
H 1.478 -3.305 2.855
H 0.434 -1.944 3.294
H -1.230 -2.641 -0.159
C -3.106 -0.180 -3.377
C -1.910 -0.241 -4.337
C -1.103 -1.499 -3.985
S -2.283 -2.667 -3.295
O -1.948 -2.906 -1.898
O -2.461 -3.775 -4.185
C -3.703 -1.584 -3.364
H -3.840 0.560 -3.690
H -2.764 0.091 -2.375
H -2.269 -0.311 -5.364
H -1.290 0.651 -4.268
H -0.636 -1.955 -4.854
H -0.349 -1.298 -3.225
H -4.350 -1.780 -2.512
H -4.230 -1.803 -4.291
C 3.633 3.198 0.351
C 4.417 4.114 1.302
C 3.530 5.329 1.609
S 1.830 4.761 1.454
O 1.207 5.434 0.345
O 1.203 4.722 2.749
C 2.233 3.092 0.945
H 4.101 2.220 0.251
H 3.582 3.650 -0.641
H 4.638 3.576 2.227
H 5.367 4.424 0.871
H 3.678 5.708 2.617
H 3.674 6.130 0.887
H 1.480 2.747 0.239
H 2.225 2.470 1.840

The total charge is +1. As for the multiplicity: 1. The total energy is -1868.28588 Ha. Its molecular weight is 377.508 g/mol.

# 4
The molecule C7H15N in a non-equilibrium geometry, computed with ωB97M-V/def2-TZVPD.

Cartesian coordinates (Å):
C 0.277 -3.337 1.455
C -0.069 -2.494 0.414
C -1.167 -1.575 0.569
C -1.204 -0.304 -0.363
C -0.290 0.883 0.360
C 0.898 1.602 -0.352
C 0.658 3.208 -0.159
N 0.932 1.285 -1.768
H 0.895 -4.171 1.482
H -0.178 -3.108 2.350
H 0.446 -2.503 -0.538
H -1.291 -1.249 1.564
H -2.165 -2.107 0.319
H -2.199 0.260 -0.102
H -1.180 -0.640 -1.371
H 0.022 0.391 1.223
H -0.990 1.659 0.718
H 1.784 1.386 0.142
H 0.165 3.546 0.724
H 1.668 3.756 -0.185
H -0.123 3.170 -0.905
H 0.202 1.226 -2.386
H 1.803 1.486 -2.209

As for the multiplicity: 1. The total energy is -330.34585 Ha. Its molecular weight is 113.204 g/mol.

# 5
A cluster of 5 separate species, C2H14NO4 in total in a non-equilibrium geometry, computed with ωB97M-V/def2-TZVPD.

Cartesian coordinates (Å):
C 0.557 0.627 -1.974
C 0.129 2.095 -0.021
N 0.242 0.972 -0.586
H 0.586 -0.492 -2.063
H 1.661 0.868 -2.145
H -0.159 0.967 -2.747
H 0.364 3.077 -0.526
H -0.118 2.353 0.971
H -0.014 0.082 -0.165
H 1.593 -1.336 2.945
H 0.430 -2.400 2.810
O 0.697 -1.495 2.638
H 2.997 -2.525 -1.752
H 2.068 -1.676 -0.719
O 2.355 -1.817 -1.621
H -1.957 0.370 1.695
H -1.069 0.664 2.824
O -1.411 1.120 2.039
H -3.686 -0.223 -0.697
H -2.540 -1.082 -0.367
O -2.727 -0.149 -0.539

The total charge is +1. As for the multiplicity: 1. The total energy is -440.02078 Ha. Its molecular weight is 116.137 g/mol.

# 6
A structure of composition C41H59BBrF10N6O3P2Tl in a non-equilibrium geometry, computed with ωB97M-V/def2-TZVPD.

Cartesian coordinates (Å):
Tl -0.334 -0.319 -0.527
C 0.048 5.575 2.344
C -1.097 4.743 1.766
C -2.402 5.545 1.802
C -1.316 3.518 2.673
P -0.810 4.005 0.028
C 1.048 3.900 -0.052
N 1.670 2.772 0.618
B 1.179 1.545 1.185
N 2.327 0.888 1.749
C 2.331 -0.335 2.537
P 1.075 -0.130 3.910
C 1.001 -1.870 4.656
C 2.240 -2.385 5.385
C 0.669 -2.826 3.505
C -0.212 -1.868 5.601
C 2.086 0.963 5.101
C 1.897 2.397 4.574
C 1.441 0.903 6.489
C 3.586 0.687 5.203
C 3.469 1.576 1.368
C 4.814 1.304 1.561
C 5.753 2.194 1.040
C 5.356 3.332 0.350
C 4.003 3.620 0.166
C 3.065 2.738 0.676
C -0.987 5.428 -1.226
C -2.488 5.586 -1.511
C -0.326 4.976 -2.541
C -0.384 6.774 -0.820
H -0.271 6.011 3.300
H 0.922 4.950 2.547
H 0.349 6.396 1.691
H -2.661 5.752 2.848
H -2.322 6.506 1.288
H -3.226 4.974 1.363
H -1.420 3.844 3.716
H -2.219 2.970 2.391
H -0.487 2.814 2.608
H 1.313 3.859 -1.110
H 1.474 4.820 0.357
H 2.041 -1.184 1.920
H 3.326 -0.525 2.937
H 3.116 -2.389 4.730
H 2.469 -1.796 6.276
H 2.063 -3.419 5.708
H 1.544 -3.051 2.897
H 0.297 -3.772 3.916
H -0.110 -2.415 2.853
H -1.085 -1.449 5.091
H -0.451 -2.894 5.906
H -0.030 -1.284 6.508
H 0.835 2.645 4.511
H 2.380 3.111 5.254
H 2.332 2.524 3.581
H 0.354 1.006 6.416
H 1.665 -0.033 7.008
H 1.817 1.727 7.108
H 4.091 0.900 4.257
H 4.021 1.348 5.964
H 3.807 -0.342 5.490
H 5.139 0.410 2.080
H 6.809 1.982 1.161
H 6.105 3.996 -0.066
H 3.699 4.499 -0.392
H -2.904 4.635 -1.851
H -3.051 5.914 -0.637
H -2.635 6.327 -2.306
H -0.586 3.943 -2.775
H -0.688 5.608 -3.359
H 0.761 5.072 -2.513
H -0.879 7.201 0.054
H 0.685 6.687 -0.610
H -0.503 7.483 -1.650
C -3.707 -2.194 -1.938
N -2.282 -2.447 -2.135
C -1.978 -2.548 -3.565
C -0.591 -2.084 -4.011
N -0.430 -0.656 -3.794
C 0.297 0.089 -4.627
C 0.864 -0.217 -5.903
F 0.799 -1.472 -6.422
C 1.489 0.712 -6.712
F 1.943 0.328 -7.918
C 1.645 2.027 -6.334
F 2.222 2.934 -7.151
C 1.175 2.378 -5.081
F 1.324 3.641 -4.650
C 0.563 1.453 -4.275
F 0.176 1.877 -3.055
C -2.029 -3.690 -1.396
C -0.735 -4.452 -1.615
N 0.462 -4.012 -0.918
C 1.679 -4.658 -1.042
C 2.647 -3.664 -0.693
F 3.016 -2.945 -2.049
C 3.863 -4.175 -0.148
F 4.696 -3.361 0.528
C 4.205 -5.476 -0.390
F 5.415 -5.922 -0.018
C 3.318 -6.380 -0.977
F 3.704 -7.655 -1.220
C 2.027 -5.971 -1.253
F 1.120 -6.886 -1.652
H -4.318 -3.022 -2.343
H -4.021 -1.279 -2.439
H -3.920 -2.089 -0.875
H -2.683 -1.910 -4.101
H -2.150 -3.585 -3.910
H -0.527 -2.367 -5.063
H 0.201 -2.634 -3.484
H -2.804 -4.417 -1.695
H -2.167 -3.472 -0.334
H -0.504 -4.513 -2.681
H -0.917 -5.471 -1.276
O -1.977 1.077 -2.583
H -2.751 0.564 -2.322
H -1.350 0.429 -3.013
O -3.804 1.527 -0.210
H -2.917 1.907 -0.327
H -3.646 0.807 0.433
Br -2.387 -0.929 1.606
O 1.943 -2.677 -0.048
N 0.570 -2.826 -0.291

The total charge is -2. As for the multiplicity: 1. The total energy is -6604.62263 Ha. Its molecular weight is 1230.989 g/mol.